(1)
C8H26O9 | ωB97M-V with the def2-TZVPD basis set

## Properties
energy above the lowest of the compared OMol25 structures with the same formula, charge and spin: 6.9 kcal/mol
LUMO energy: 0.6093 eV
gap between HOMO and LUMO: 10.76 eV
molar mass: 266.29 g/mol
net charge: 0
SMILES string: OCCO.OCCO.OCCO.OCCO.O

Last column: Mulliken charge in e.
Element x y z (Å)
H: -4.89046 -1.83482 -1.26600  0.267
H: 1.18301 1.77569 0.21270  0.374
H: -2.32268 -0.85206 -0.23699  0.441
O: -3.12425 -0.54201 0.26509  -0.526
H: -0.37409 1.93612 0.63602  0.297
H: -0.86465 0.30859 4.02225  0.316
H: -0.73478 -0.29605 -3.54375  0.298
O: 3.08216 2.13918 0.72104  -0.555
H: 5.04014 1.36362 0.12577  0.299
C: -4.28105 -2.54814 -0.70060  -0.359
H: 4.00770 -0.36445 -1.46640  0.403
H: 1.47543 1.53609 2.49490  -0.082
O: 0.85840 0.68311 -2.84890  -0.579
O: -1.25676 1.10251 2.13710  -0.538
O: -0.49779 -0.97968 -0.79936  -0.542
H: 0.44423 1.27477 -2.21623  0.265
H: 2.49553 0.10674 -0.95243  -0.231
H: -1.92485 0.47408 1.82190  0.220
C: 0.24605 -0.53032 -3.14111  -0.542
H: -3.40892 -2.29236 1.44818  0.278
H: 1.26112 -1.67849 -1.67671  0.241
H: 3.96759 0.25984 0.97047  0.313
C: -0.34530 0.44837 3.06420  -0.250
O: -3.01761 -2.97965 -1.28948  -0.468
H: 0.85641 -0.93346 -3.91196  0.373
H: -3.21005 -3.24734 -2.17987  0.278
H: -0.26065 -2.43171 -2.29268  0.335
H: -4.85979 -3.45292 -0.54441  0.360
C: 3.97083 1.10427 0.24120  -0.487
H: 1.50832 1.04138 4.16976  0.390
H: 2.56825 1.44879 -2.54616  0.553
O: 0.33605 2.55546 3.98173  -0.558
H: -0.15808 -0.12592 -0.52902  0.336
C: 0.21363 -1.47342 -1.94537  -0.314
H: 0.01374 -0.51405 2.68767  0.330
O: 3.44606 1.50961 -2.12613  -0.626
C: 0.87233 1.37531 3.36574  -0.218
H: 2.99167 2.64088 -0.11913  0.325
O: 0.25890 1.78221 -0.10569  -0.675
H: -0.41275 2.82593 3.39560  0.368
H: -4.74410 -1.40097 1.18682  0.389
C: 3.48227 0.52579 -1.13248  0.055
C: -3.89119 -1.74053 0.62272  -0.556

***

(2)
C55H38ClF4N16O3RbSSe | ωB97M-V with the def2-TZVPD basis set

## Properties
energy above the lowest of the compared OMol25 structures with the same formula, charge and spin: 11.4 kcal/mol
LUMO energy: 3.2301 eV
gap between HOMO and LUMO: 5.19 eV
molar mass: 1278.96 g/mol
net charge: -2

Last column: Mulliken charge in e.
Element x y z (Å)
C: 0.04556 3.16270 4.42940  -0.890
C: 2.11084 4.33259 4.77277  -0.843
H: -2.93452 -3.56734 -2.86653  0.466
C: 1.31401 -1.82605 -4.88741  1.048
N: -0.16061 0.32514 -2.97851  -0.867
O: -2.27555 2.10806 3.90992  -0.773
H: -1.46847 3.44010 5.89882  0.468
C: 3.45443 -1.33239 -1.76656  -0.757
Cl: 0.76993 -7.49028 2.55856  -0.282
C: -4.54856 2.74438 -2.92783  -0.356
N: -0.24738 0.59225 3.62682  0.338
N: -0.12323 -1.48012 4.57630  -0.236
F: -4.11704 5.92930 -4.50300  -0.367
H: -0.71628 -2.43682 7.74324  0.361
H: 5.19471 1.69515 1.96186  0.535
N: 5.98784 -2.81841 1.37206  -0.514
H: 3.14957 -2.17848 -1.14337  -0.225
Rb: -0.44220 0.01783 0.82524  0.887
C: -5.70443 0.06648 -0.20243  -0.688
H: 2.13811 5.81800 7.67052  0.228
C: 0.92722 -4.25761 -0.67404  -0.073
O: 1.09637 -3.41913 -1.66726  -0.798
H: -0.09058 5.00865 7.25724  0.264
N: 1.20916 4.43234 -2.68304  -0.755
N: -1.81294 -2.80406 -0.59547  0.481
C: -3.53503 -2.86455 -2.30145  0.084
N: 3.76004 -2.96322 1.91312  -0.677
C: 3.03192 -1.54196 -3.19226  0.570
H: -1.26729 -5.90013 1.36124  0.469
C: 1.60603 4.88732 5.94851  1.185
C: -0.29663 -4.61314 -0.05008  0.684
H: 4.55764 -2.64067 -7.27931  0.373
C: -0.23352 -2.25304 5.64183  -0.036
H: -5.07463 -2.72594 -3.80825  0.358
C: 1.68600 -1.66433 -3.54993  0.450
H: 0.00030 -3.30523 5.49399  0.384
C: -3.96503 -0.03775 1.42274  -0.168
C: 2.31511 -1.87429 -5.85421  -0.942
H: 1.71929 3.04588 3.09915  0.147
C: 0.31223 3.70691 -2.78497  0.020
C: -0.40673 -0.15859 4.72841  -0.266
C: -4.74442 -2.36850 -2.84108  -1.136
H: 5.71092 -1.89379 -6.16731  0.332
C: 2.04795 -5.92759 0.72542  -0.701
H: 3.01239 -4.69091 -0.72798  0.448
H: 4.79371 4.10899 1.41023  0.419
H: 6.65164 -2.31822 0.80640  0.265
H: 5.95263 -3.81755 1.26790  0.252
N: 1.54414 -2.95673 2.55564  0.283
C: 4.77376 -2.20317 1.52285  0.392
C: 3.35710 1.07844 1.06065  0.598
C: 4.71422 -1.80128 -6.59926  -1.601
H: 1.65641 -3.92772 2.79031  0.291
C: -7.42220 3.49908 -3.25244  0.175
C: 2.05026 2.66865 0.08972  -0.575
C: -0.31937 -5.62197 0.91495  -0.988
H: 5.04390 -1.50780 -3.91664  0.278
C: 0.31033 4.57289 6.34838  -0.774
S: -0.90551 2.02538 3.46075  1.601
C: -3.06979 -2.41191 -1.09574  -0.427
C: 3.99768 -1.60327 -4.19040  -1.018
N: 2.24913 1.39135 0.39101  0.555
H: 4.53574 -1.21276 -1.69537  0.451
F: -1.62670 5.24845 -4.17221  -0.380
H: -3.52305 0.32445 2.34843  0.466
N: -8.33071 2.89790 -2.85589  -0.810
C: 1.33405 3.47379 4.01693  0.034
O: -0.64093 2.38577 2.07985  -0.822
H: 0.80320 -2.40950 2.98951  0.129
H: -5.63199 1.33164 1.52281  0.458
C: -3.88338 4.74538 -3.91074  -0.127
H: 1.14967 2.89637 -0.46809  0.254
Se: 0.34834 -1.59374 -2.17013  1.291
C: 2.07872 -4.95855 -0.25039  -0.149
H: 3.37402 5.65288 6.57905  0.233
C: -6.77264 5.38942 -4.52446  0.030
C: 2.59864 -2.30498 2.05760  0.083
N: -7.18118 6.27764 -5.14627  -0.764
C: -3.81571 -1.43116 -0.37834  0.141
C: -6.35376 4.27009 -3.76749  0.340
H: -0.52513 -0.89640 -5.46673  0.246
C: -5.01954 -0.93922 -0.92450  1.458
H: -6.61881 0.48225 -0.60832  0.458
F: -5.47221 1.84631 -2.53003  -0.167
N: -0.78818 0.38530 5.91191  -0.422
C: 3.65731 -1.76712 -5.52551  0.820
N: 2.41715 -1.01057 1.73322  0.095
N: 2.38231 5.79734 6.69228  -0.631
C: -2.56151 4.39767 -3.71611  0.349
C: -0.46618 3.70730 5.59357  -0.363
H: -6.37859 -1.01445 -2.59946  0.420
N: 4.74018 -0.88471 1.29775  -0.617
C: 0.83420 -6.25550 1.31683  0.139
H: -2.42700 -4.75705 -0.50067  0.413
C: -1.60161 -4.03655 -0.41136  -0.600
C: -0.89352 -0.42604 6.94599  -0.173
C: 4.30535 2.01651 1.43733  -0.485
C: -4.96440 3.93314 -3.54199  0.137
C: -0.76191 2.79811 -2.91741  -0.372
H: 2.03039 -1.99789 -6.89506  0.401
H: 4.69185 -0.88700 -7.19662  0.312
C: -3.22976 2.41860 -2.70056  0.626
F: -2.98218 1.25895 -2.05685  0.368
H: 2.97783 -0.44539 -1.35059  0.023
C: 2.92522 3.69075 0.43264  -0.689
C: -0.43541 1.45841 -2.95193  0.454
C: -5.16921 0.53096 0.96323  -0.986
C: 4.07610 3.35010 1.12207  -0.699
C: -0.12217 -1.90227 -5.32682  -1.610
C: -5.47154 -1.42733 -2.17547  -0.857
C: -2.16368 3.21501 -3.10004  0.489
H: -0.20946 -2.44314 -6.26996  0.481
H: 2.95683 -6.42585 1.03662  0.375
N: -3.31899 -0.99552 0.80806  -0.487
H: 3.11470 4.58315 4.44702  0.309
H: -1.20637 0.03690 7.87961  0.385
H: 2.69703 4.70558 0.13958  0.520
C: -0.62684 -1.78673 6.88562  -0.966
H: -0.74076 -2.38244 -4.57229  0.086
C: 3.51561 -0.36814 1.39095  -0.048

***

(3)
C3H5NO2 | ωB97M-V with the def2-TZVPD basis set

## Properties
energy above the lowest of the compared OMol25 structures with the same formula, charge and spin: 95.3 kcal/mol
LUMO energy: 0.4097 eV
gap between HOMO and LUMO: 9.56 eV
molar mass: 87.08 g/mol
net charge: 0
SMILES string: C=CN(O)C=O

Last column: Mulliken charge in e.
Element x y z (Å)
H: 0.47567 1.92617 0.76946  0.351
O: -2.44029 -0.69442 -0.01633  -0.569
H: -2.41640 1.22601 -0.03346  0.403
O: 0.28502 1.67642 -0.19500  -0.404
N: -0.44539 0.41947 -0.11574  0.156
C: 0.32144 -0.70835 -0.21501  -0.183
H: 2.62730 -0.04872 0.10118  0.277
H: 1.99041 -1.85317 -0.18625  0.173
C: 1.67252 -0.71637 0.06285  -0.670
C: -1.76950 0.33412 -0.02547  0.083
H: -0.30077 -1.56117 -0.14621  0.384

***

(4)
C5H8N2 | ωB97M-V with the def2-TZVPD basis set

## Properties
energy above the lowest of the compared OMol25 structures with the same formula, charge and spin: 101.4 kcal/mol
LUMO energy: 0.7025 eV
gap between HOMO and LUMO: 8.42 eV
molar mass: 96.13 g/mol
net charge: 0

Last column: Mulliken charge in e.
Element x y z (Å)
N: 2.71617 -0.55620 0.22828  -0.567
H: 3.17861 -0.76997 -0.64962  0.247
C: -0.87321 0.00376 0.15533  0.648
H: -2.79051 -0.40123 -0.85181  0.314
C: 0.21604 -0.86257 0.50426  -0.770
H: 1.67934 1.75666 -0.48095  0.288
C: 1.35126 -0.22255 0.08933  0.175
H: 2.85661 -1.32813 0.87125  0.244
C: -2.29699 -0.22404 0.08845  -0.945
C: -0.39457 1.20380 -0.29653  -0.191
H: -1.49518 1.81489 -0.60656  -0.065
H: -2.68980 -0.91185 0.87732  0.247
N: 0.98995 1.01971 -0.44675  -0.171
H: -2.58705 1.35703 -0.35632  0.203
H: 0.13935 -1.87931 0.87432  0.343

***

Which value of net charge does entry 1 give? 0

***

LUMO energy of number 2 (C55H38ClF4N16O3RbSSe)? 3.2301 eV

***

Which of these has the highest gap between HOMO and LUMO? C8H26O9